(1)
C5H12BCuFIO6P | the ωB97M-V functional and the def2-TZVPD basis

```
! RIJCOSX wB97M-V def2-TZVPD def2/J DEFGRID3
* xyz 1 1
C 0.307 3.607 -0.260
O 0.013 2.350 -0.851
C -0.623 1.423 -0.072
I 0.367 1.010 1.809
C -0.888 0.222 -0.990
F -1.904 0.639 -1.825
O 0.122 -0.136 -1.864
C 1.396 -0.335 -1.364
O 1.284 -1.299 -0.327
B 2.368 -1.859 0.271
O 3.635 -1.761 -0.212
O 2.068 -2.634 1.395
P -1.751 -1.351 -0.354
C -3.181 -0.664 0.526
O -0.876 -1.927 1.030
H -0.469 3.925 0.426
H 0.359 4.322 -1.068
H 1.269 3.578 0.234
H -1.605 1.793 0.206
H 2.018 -0.688 -2.174
H 1.823 0.578 -0.962
H 4.050 -0.905 -0.103
H 1.915 -2.061 2.147
H -3.524 0.209 -0.010
H -2.973 -0.440 1.564
H -3.959 -1.413 0.460
H -0.157 -2.501 0.704
Cu -1.083 -3.683 1.666
*
```

Calculated values
- HOMO-LUMO gap: 7.06 eV

(2)
C5H12Cl | the ωB97M-V functional and the def2-TZVPD basis

```
! RIJCOSX wB97M-V def2-TZVPD def2/J DEFGRID3
* xyz 0 2
Cl 2.169 -1.917 -2.750
H 1.892 -1.707 -1.544
C 1.561 -1.693 0.318
H 1.836 -2.785 0.338
H 2.361 -0.948 0.415
C 0.140 -1.282 0.317
C -0.028 0.238 0.600
C -1.211 0.865 -0.131
C -1.364 2.344 0.175
H -0.390 -1.545 -0.623
H -0.259 -1.872 1.153
H -0.151 0.358 1.688
H 0.898 0.772 0.346
H -1.083 0.722 -1.216
H -2.114 0.312 0.158
H -2.219 2.744 -0.388
H -1.556 2.471 1.245
H -0.482 2.923 -0.101
*
```

Calculated values
- HOMO-LUMO gap (alpha / beta): 9.67 / 11.05 eV
- Relative energy (zero: lowest compared OMol25 entry of this formula, charge and spin): 0.296 eV

(3)
C5H12FN2O | the ωB97M-V functional and the def2-TZVPD basis

```
! RIJCOSX wB97M-V def2-TZVPD def2/J DEFGRID3
* xyz 1 1
C -0.374 0.124 0.117
C 0.758 -1.750 -0.820
C -1.116 -2.188 0.586
C -0.137 2.436 -0.486
C 1.663 1.317 0.676
N -0.261 -1.136 0.035
N 0.408 1.165 0.000
O -2.240 0.689 0.204
F -2.833 -0.302 -0.475
H 1.532 -1.796 -0.049
H 0.388 -2.809 -1.134
H 1.027 -1.114 -1.614
H -1.944 -1.762 1.086
H -1.403 -2.917 -0.123
H -0.433 -2.540 1.288
H -0.479 2.391 -1.479
H 0.634 3.206 -0.362
H -0.980 2.813 0.110
H 1.463 2.148 1.273
H 2.475 1.496 -0.145
H 1.852 0.529 1.312
*
```

Calculated values
- HOMO-LUMO gap (alpha / beta): 9.82 / 9.82 eV
- Relative energy (zero: lowest compared OMol25 entry of this formula, charge and spin): 4.126 eV

(4)
C5H12FN2O2PS2 | the ωB97M-V functional and the def2-TZVPD basis

```
! RIJCOSX wB97M-V def2-TZVPD def2/J DEFGRID3
* xyz 0 1
C 0.777 -1.939 -1.614
C -0.558 -1.448 -1.091
C -1.566 -2.451 -0.701
N -0.571 -0.172 -0.869
P -1.978 0.693 -0.394
O -1.476 2.221 -0.395
S -3.694 0.470 -1.377
S -2.071 0.108 1.605
H 1.538 -1.105 -1.588
H 1.100 -2.735 -1.065
H 0.579 -2.381 -2.521
H -2.423 -1.990 -0.075
H -1.215 -3.046 0.071
H -2.003 -2.960 -1.585
H -0.519 2.126 -0.008
H -2.751 1.179 1.950
C 1.220 0.789 2.115
N 1.031 1.424 0.746
C 2.000 1.929 0.162
O 3.287 1.992 0.409
F 1.674 2.727 -0.979
H 0.834 1.395 2.945
H 0.660 -0.165 2.031
H 2.334 0.600 2.170
H 3.790 2.740 0.060
*
```

Calculated values
- HOMO-LUMO gap: 8.39 eV
- SMILES: CC(C)=N[P@@](O)(=S)S.C/N=C(\O)F
- Relative energy (zero: lowest compared OMol25 entry of this formula, charge and spin): 0.000 eV

(5)
C5H12FNO4P | the ωB97M-V functional and the def2-TZVPD basis

```
! RIJCOSX wB97M-V def2-TZVPD def2/J DEFGRID3
* xyz -1 3
C -0.909 -1.082 -0.821
C -1.334 0.265 1.135
C 0.275 1.038 -0.463
C 0.757 -0.803 0.813
C 2.012 -0.944 -0.143
N -0.332 -0.118 0.125
O 3.126 1.178 -1.390
O 4.773 0.073 0.201
O 2.758 1.539 1.046
O 1.873 -1.377 -1.289
F 2.752 -2.106 0.888
P 3.315 0.473 0.114
H 0.010 -1.245 -1.460
H -1.277 -1.939 -0.338
H -1.600 -0.563 -1.674
H -1.883 -0.503 1.644
H -0.868 0.837 1.815
H -2.062 0.895 0.595
H 0.743 1.657 0.184
H 1.093 0.762 -1.068
H -0.476 1.538 -1.002
H 0.305 -1.830 1.230
H 1.104 -0.256 1.618
H 3.454 0.353 -1.867
*
```

Calculated values
- HOMO-LUMO gap (alpha / beta): 3.17 / 6.54 eV

(6)
C5H12FO2Tb | the ωB97M-V functional and the def2-TZVPD basis

```
! RIJCOSX wB97M-V def2-TZVPD def2/J DEFGRID3
* xyz 2 7
F -1.265 -1.101 -0.604
C 0.341 2.457 0.044
O 0.052 1.125 -0.401
C -0.802 1.009 -1.546
C -0.915 -0.459 -1.841
H 0.403 0.890 2.305
H -0.361 3.173 -0.406
H 0.145 2.514 1.119
H -0.343 1.522 -2.401
H -1.783 1.455 -1.332
H 0.036 -0.907 -2.146
H -1.717 -0.678 -2.551
C 3.459 1.642 0.737
O 2.628 1.561 -0.402
C 1.774 2.643 -0.609
H 4.425 2.038 0.407
H 3.029 2.317 1.496
H 3.611 0.653 1.200
H 1.685 2.805 -1.691
H 2.216 3.567 -0.196
Tb -0.444 -0.563 1.267
*
```

Calculated values
- HOMO-LUMO gap (alpha / beta): 5.43 / 7.45 eV
- Relative energy (zero: lowest compared OMol25 entry of this formula, charge and spin): 1.850 eV

(7)
C5H12IN2 | the ωB97M-V functional and the def2-TZVPD basis

```
! RIJCOSX wB97M-V def2-TZVPD def2/J DEFGRID3
* xyz 1 1
C 0.805 0.461 0.090
C -0.652 -0.764 1.349
C -1.554 0.998 -0.172
C -0.672 -1.186 -1.203
C -0.478 -0.163 -0.112
N 2.242 -0.915 -0.156
N 1.205 1.654 0.284
I 4.029 -0.066 0.159
H -0.359 -0.040 2.056
H -1.673 -0.933 1.528
H -0.078 -1.747 1.351
H -1.434 1.745 -1.072
H -1.451 1.636 0.725
H -2.612 0.671 -0.284
H -0.519 -0.829 -2.224
H 0.048 -2.123 -1.035
H -1.799 -1.534 -1.056
H 2.152 -1.044 -1.180
H 0.515 2.423 0.516
H 2.285 1.753 0.437
*
```

Calculated values
- HOMO-LUMO gap: 8.93 eV
- Relative energy (zero: lowest compared OMol25 entry of this formula, charge and spin): 3.802 eV

(8)
C5H12MnO3 | the ωB97M-V functional and the def2-TZVPD basis

```
! RIJCOSX wB97M-V def2-TZVPD def2/J DEFGRID3
* xyz 1 7
H 2.799 -0.312 1.592
C 0.985 4.633 5.094
O 1.028 3.354 5.642
C 0.541 4.596 3.633
O 1.332 3.577 3.002
C 0.905 3.118 1.729
C 1.681 1.852 1.449
O 1.592 1.018 2.611
C 2.017 -0.326 2.387
Mn 1.554 2.079 4.336
H 1.976 5.128 5.142
H 0.276 5.290 5.632
H 0.699 5.555 3.119
H -0.520 4.306 3.555
H 1.110 3.868 0.952
H -0.177 2.913 1.756
H 2.742 2.064 1.249
H 1.248 1.328 0.587
H 0.954 -2.276 3.737
H 1.172 -0.921 2.012
H 2.491 -0.713 3.298
*
```

Calculated values
- HOMO-LUMO gap (alpha / beta): 9.26 / 8.57 eV
- Relative energy (zero: lowest compared OMol25 entry of this formula, charge and spin): 0.000 eV

(9)
C5H12N | the ωB97M-V functional and the def2-TZVPD basis

```
! RIJCOSX wB97M-V def2-TZVPD def2/J DEFGRID3
* xyz 0 2
C 0.042 -2.252 3.639
C 0.219 0.033 0.232
N 0.642 0.146 1.505
C -0.813 1.806 -2.795
C -0.072 0.555 -2.312
C 0.575 0.779 -0.977
H 0.772 -2.159 2.779
H -0.279 -1.203 3.859
H -0.834 -2.811 3.397
H 0.527 -2.654 4.541
H -0.153 2.673 -2.893
H -0.649 -0.657 0.087
H -1.644 2.148 -2.158
H -1.242 1.629 -3.799
H -0.796 -0.271 -2.337
H 0.710 0.325 -3.056
H 1.427 0.735 1.443
H 1.567 1.178 -1.155
*
```

Calculated values
- HOMO-LUMO gap (alpha / beta): 9.78 / 9.35 eV
- Relative energy (zero: lowest compared OMol25 entry of this formula, charge and spin): 0.478 eV

(10)
C5H12N | the ωB97M-V functional and the def2-TZVPD basis

```
! RIJCOSX wB97M-V def2-TZVPD def2/J DEFGRID3
* xyz 0 2
C 1.910 -0.537 -1.518
C 1.134 -0.822 -0.243
C -0.394 -0.641 -0.322
C -0.935 0.520 0.435
C -1.055 1.808 0.017
N -1.489 0.161 1.764
H 2.943 -0.255 -1.253
H 1.968 -1.373 -2.165
H 1.542 0.362 -2.046
H 1.434 -1.773 0.198
H 1.504 -0.118 0.489
H -0.829 -1.564 0.058
H -0.663 -0.615 -1.376
H -1.455 2.597 0.635
H -0.813 2.051 -0.997
H -0.817 -0.500 2.180
H -1.483 0.954 2.391
H -2.502 -0.254 1.757
*
```

Calculated values
- HOMO-LUMO gap (alpha / beta): 4.79 / 10.56 eV
- Relative energy (zero: lowest compared OMol25 entry of this formula, charge and spin): 2.067 eV

(11)
C5H12N | the ωB97M-V functional and the def2-TZVPD basis

```
! RIJCOSX wB97M-V def2-TZVPD def2/J DEFGRID3
* xyz 1 1
C -1.913 0.372 0.548
C -0.788 0.891 -0.401
C 0.363 0.059 -0.787
C 1.739 0.427 -0.418
C 2.228 -0.777 0.466
N -2.361 -0.932 0.090
H -2.719 1.104 0.541
H -1.450 0.321 1.544
H -0.411 1.774 0.121
H -1.310 1.183 -1.321
H 0.265 -0.326 -1.803
H 2.359 0.510 -1.315
H 2.211 -1.707 -0.100
H 1.466 -0.848 1.252
H 3.201 -0.579 0.917
H 1.768 1.337 0.177
H -1.534 -1.463 -0.133
H -3.114 -1.346 0.622
*
```

Calculated values
- HOMO-LUMO gap: 6.39 eV
- Relative energy (zero: lowest compared OMol25 entry of this formula, charge and spin): 3.610 eV

(12)
C5H12N | the ωB97M-V functional and the def2-TZVPD basis

```
! RIJCOSX wB97M-V def2-TZVPD def2/J DEFGRID3
* xyz 2 2
C -0.442 1.163 2.008
C -1.277 0.779 0.781
C -1.016 -0.650 0.338
C 0.411 -0.987 -0.116
C 1.823 0.035 -1.820
N 0.742 -0.533 -1.465
H -1.132 1.838 2.594
H -0.138 0.281 2.577
H 0.454 1.790 1.869
H -2.378 0.963 0.810
H -1.040 1.608 0.061
H -1.480 -1.423 0.970
H -1.741 -0.711 -0.497
H 1.115 -0.549 0.585
H 0.571 -2.064 -0.031
H 2.028 0.256 -2.859
H 2.618 0.229 -1.113
H 0.072 -0.705 -2.217
*
```

Calculated values
- HOMO-LUMO gap (alpha / beta): 12.42 / 7.22 eV
- Relative energy (zero: lowest compared OMol25 entry of this formula, charge and spin): 2.248 eV